The following is a DFT calculation (ωB97M-V/def2-TZVPD) of 2 unconnected molecules or ions with the total composition C3H8N2O at a distorted geometry.

Output
- Structure (SMILES): C=C(N)O.C=N
- Relative energy (zero: lowest compared OMol25 entry of this formula, charge and spin): 390.4 kJ/mol
- HOMO energy: -8.31 eV
- 2S+1: 1
- Calculated total energy: -8265.27982 eV

Last columns: bonded neighbours and bond lengths (Å).
Positions of all 14 atoms, in Å:
1 C -1.9935 0.8900 0.3562  C2 1.358, H5 1.077, H6 1.076
2 C -0.8911 0.1405 0.0962  C1 1.358, N3 1.433, O4 1.384
3 N 0.3389 0.8549 -0.0793  C2 1.433, H7 1.013, H8 1.015
4 O -0.9960 -0.9763 -0.7142  C2 1.384, H9 0.965
5 H -2.9907 0.5505 0.1326  C1 1.077
6 H -1.9265 1.9440 0.5635  C1 1.076
7 H 0.2985 1.8674 -0.0923  N3 1.013
8 H 0.8792 0.5553 -0.8843  N3 1.015
9 H -1.9084 -1.0518 -1.0181  O4 0.965
10 C 1.8233 -0.8091 0.7030  N11 1.261, H12 1.086, H13 1.250
11 N 2.3902 -0.8421 -0.4232  C10 1.261, H14 1.017
12 H 2.2802 -0.3240 1.5599  C10 1.086
13 H 0.7492 -1.3996 0.9495  C10 1.250
14 H 1.9468 -1.3999 -1.1494  N11 1.017